(P)
{"formula": "C4H9NP", "method": "ωB97M-V with the def2-TZVPD basis set", "elements": ["H", "C", "H", "H", "N", "H", "H", "C", "P", "H", "H", "H", "C", "C", "H"], "xyz": [[3.49153, -2.27528, -0.18827], [-1.61689, 0.62435, 0.45507], [0.29765, 0.28949, 2.51624], [-2.71836, -0.34534, -1.09260], [-0.31731, 0.87862, 0.29698], [1.62362, -1.47954, 0.65967], [-1.95561, 0.49668, 1.48134], [-2.63302, 0.61733, -0.64897], [0.90485, 1.03651, 1.50638], [4.40036, -0.65150, -0.14183], [-3.57230, 0.84798, -0.15022], [-0.04030, 1.13716, -0.63859], [2.33408, -0.70385, 0.70959], [3.46406, -1.17553, 0.15759], [-2.52707, 1.31316, -1.40468]], "total_charge": 1, "e_homo_ev": [-13.39, -13.39], "e_lumo_ev": [-5.427, -5.428], "multiplicity": 1}


(Q)
{"formula": "C4H9NP", "method": "ωB97M-V with the def2-TZVPD basis set", "elements": ["H", "H", "H", "C", "H", "H", "P", "H", "C", "H", "N", "H", "H", "C", "C"], "xyz": [[1.47710, -2.33895, -2.73767], [-1.95193, -1.85531, -4.92891], [2.99769, 0.11274, -2.70551], [-0.93063, 1.91507, 5.08196], [-1.18689, 2.52166, 6.01737], [2.73418, -1.04716, -4.01747], [-0.56126, -0.39621, -3.25283], [0.12582, 1.57037, 5.03680], [-1.34325, -1.35835, -4.16871], [-2.91986, 1.78371, 4.45889], [2.57458, -0.68613, -2.98306], [-1.81527, 0.79340, 3.60845], [1.21325, -1.07759, -1.42771], [-1.97214, 1.40313, 4.45399], [1.55861, -1.34039, -2.43558]], "total_charge": 1, "e_homo_ev": -11.92, "e_lumo_ev": -6.283, "multiplicity": 1}


(P) is the most stable structure; the next one sits 31.4 kcal/mol above it.